{"formula": "C42H39ClN2O14P", "method": "ωB97M-V/def2-TZVPD", "lumo_ha": -0.134, "total_charge": 1, "gap_ev": 7.721, "homo_energy_ev": -11.380, "symbols": ["C", "C", "C", "C", "C", "N", "C", "P", "O", "Cl", "C", "C", "C", "O", "O", "C", "C", "O", "N", "C", "H", "H", "H", "H", "H", "H", "H", "H", "H", "H", "H", "H", "H", "H", "H", "H", "H", "H", "H", "C", "C", "C", "O", "C", "C", "C", "O", "H", "H", "H", "H", "C", "C", "C", "O", "C", "C", "C", "O", "H", "H", "H", "H", "C", "C", "C", "O", "C", "C", "C", "O", "H", "H", "H", "H", "C", "C", "C", "O", "C", "C", "C", "O", "H", "H", "H", "H", "C", "C", "C", "O", "C", "C", "C", "O", "H", "H", "H", "H"], "positions_angstrom": [[0.81979, -0.29385, 2.46731], [-0.54379, -0.56229, 1.81843], [-1.05651, 0.59452, 0.93203], [-1.02449, 1.94486, 1.66630], [-2.47010, 0.26034, 0.53714], [-3.02284, -0.93419, 0.66788], [-4.34706, -0.92879, 0.25743], [-5.48659, -2.33776, 0.26431], [-4.54000, -3.47878, -0.41214], [-5.29731, -2.78365, 2.25514], [-4.59233, 0.34349, -0.13829], [-5.87467, 0.92509, -0.62697], [-6.52212, 1.66515, 0.53236], [-5.87455, 2.36834, 1.24866], [-7.86061, 1.47601, 0.68649], [-8.23238, 0.88035, 1.92736], [-8.51537, -0.58787, 1.83415], [-8.33106, 1.52700, 2.91051], [-3.41695, 1.05954, 0.01056], [-3.24909, 2.46275, -0.35694], [0.70419, -0.20223, 3.54411], [1.49519, -1.12915, 2.30256], [1.27730, 0.61311, 2.09142], [-0.51512, -1.49166, 1.24674], [-1.28472, -0.72421, 2.60550], [-0.48363, 0.58777, 0.00056], [-0.19541, 2.01727, 2.35550], [-1.97520, 2.10387, 2.17420], [-0.91294, 2.75033, 0.95478], [-2.58911, -1.77210, 1.02279], [-4.11075, -4.03494, 0.25401], [-6.49577, 0.12744, -1.02075], [-5.68551, 1.65932, -1.40821], [-8.31539, -0.99377, 0.84917], [-9.56334, -0.72676, 2.08958], [-7.92804, -1.10743, 2.58708], [-2.22726, 2.65723, -0.65373], [-3.53716, 3.11897, 0.45509], [-3.88321, 2.67440, -1.21059], [-3.97556, -0.86434, 7.59840], [-3.04945, -1.15120, 6.68658], [-3.19190, -0.69597, 5.28423], [-2.35530, -0.95472, 4.43846], [-4.39863, 0.08917, 4.93747], [-5.33037, 0.37881, 5.84037], [-5.18943, -0.07692, 7.25028], [-6.03069, 0.18234, 8.07832], [-3.89596, -1.18528, 8.62907], [-2.15967, -1.72247, 6.91845], [-4.46973, 0.40862, 3.90413], [-6.22024, 0.94898, 5.60310], [5.20192, -1.44862, 0.24461], [4.49385, -0.43815, 0.74058], [3.43742, 0.22626, -0.06280], [2.79394, 1.15010, 0.40049], [3.19747, -0.27119, -1.43533], [3.90339, -1.28049, -1.94008], [4.95692, -1.94676, -1.13284], [5.60167, -2.86755, -1.59046], [5.97847, -1.95015, 0.80812], [4.64990, -0.05394, 1.74098], [2.42765, 0.23691, -2.00289], [3.75737, -1.65703, -2.94738], [7.29215, -1.73551, -4.00345], [8.34858, -2.46538, -4.35018], [9.20666, -2.07821, -5.49896], [10.16767, -2.74115, -5.82014], [8.84036, -0.84364, -6.24324], [7.78387, -0.11403, -5.89514], [6.92942, -0.50504, -4.74684], [5.96501, 0.15811, -4.42124], [6.64430, -1.99183, -3.17419], [8.63211, -3.36675, -3.82152], [9.48103, -0.58127, -7.07548], [7.49861, 0.78771, -6.42203], [2.92669, 4.09825, 2.04152], [3.80045, 4.71543, 2.83299], [3.47676, 6.01513, 3.47688], [4.27085, 6.57700, 4.19565], [2.13672, 6.59976, 3.20373], [1.26388, 5.98215, 2.41273], [1.59327, 4.68589, 1.77362], [0.79505, 4.11697, 1.05342], [3.13666, 3.15083, 1.55949], [4.78104, 4.30921, 3.04607], [1.92186, 7.54638, 3.68280], [0.28361, 6.38891, 2.19864], [2.01512, -4.88556, -6.87301], [2.79968, -4.19367, -6.05111], [2.37434, -2.88173, -5.50846], [3.09173, -2.25037, -4.75827], [1.04503, -2.36423, -5.91337], [0.25936, -3.05378, -6.73515], [0.68146, -4.37197, -7.27976], [-0.03699, -4.99932, -8.02367], [2.30246, -5.84540, -7.28255], [3.77459, -4.54675, -5.73984], [0.76157, -1.40216, -5.50550], [-0.71406, -2.69813, -7.04791]], "forces_ev_per_a": [[-0.24, -0.25, 0.07], [-0.23, 0.08, 0.25], [-0.28, -0.54, 0.28], [-0.44, -0.06, -0.67], [0.16, 0.17, -0.20], [-0.62, -0.64, -0.03], [0.29, 0.18, 0.09], [-0.23, 0.17, -0.54], [-0.01, -0.03, 0.45], [0.07, -0.16, 0.34], [-0.04, -0.02, -0.37], [0.09, 0.06, 0.12], [-0.03, 0.52, 0.20], [0.07, -0.12, 0.17], [0.25, -0.66, -0.37], [-0.27, 0.15, 0.56], [-0.04, 0.11, -0.20], [0.15, 0.14, -0.10], [0.16, 0.08, 0.22], [-0.05, 0.19, -0.19], [0.01, 0.11, 0.09], [0.14, 0.01, -0.10], [0.20, -0.01, -0.08], [0.16, 0.00, -0.22], [0.13, 0.06, -0.05], [0.22, 0.36, 0.04], [0.00, -0.08, 0.12], [0.08, -0.04, 0.38], [0.13, 0.15, 0.08], [0.35, 0.26, 0.19], [0.09, -0.13, -0.23], [-0.18, 0.07, -0.05], [-0.12, -0.05, -0.19], [-0.04, -0.04, -0.07], [-0.08, -0.09, -0.03], [0.05, 0.00, 0.08], [0.12, -0.11, 0.01], [-0.01, -0.03, 0.15], [-0.06, -0.02, -0.06], [0.02, 0.00, -0.03], [0.03, -0.01, -0.02], [-0.08, 0.03, 0.08], [-0.07, -0.05, 0.07], [-0.03, 0.02, -0.12], [0.01, -0.02, 0.00], [-0.02, 0.00, 0.02], [0.02, -0.02, -0.01], [-0.02, 0.01, 0.01], [0.01, 0.00, -0.01], [-0.02, 0.03, -0.01], [0.00, 0.01, 0.02], [-0.02, -0.01, 0.03], [0.02, -0.01, -0.01], [0.05, 0.03, -0.01], [0.00, -0.02, -0.09], [-0.02, -0.04, 0.02], [0.02, -0.01, -0.02], [-0.05, -0.01, -0.03], [-0.07, -0.02, 0.21], [0.01, -0.01, -0.02], [-0.01, 0.02, -0.01], [0.03, 0.03, 0.00], [0.06, 0.10, 0.19], [-0.02, 0.06, 0.00], [-0.02, 0.01, 0.00], [0.00, 0.00, 0.00], [0.00, 0.00, -0.01], [-0.03, 0.02, 0.01], [0.01, -0.01, -0.02], [-0.01, 0.01, 0.00], [0.00, 0.00, 0.01], [0.14, -0.06, -0.17], [0.02, 0.00, -0.01], [0.02, -0.02, 0.01], [-0.02, 0.00, 0.01], [0.07, -0.03, 0.02], [-0.04, -0.01, -0.01], [0.01, -0.01, -0.01], [0.00, 0.00, 0.02], [-0.02, -0.01, -0.01], [0.00, 0.01, 0.02], [0.04, 0.01, -0.03], [0.07, 0.21, -0.03], [-0.05, 0.01, -0.01], [0.01, 0.03, 0.01], [0.03, 0.00, 0.01], [0.00, -0.01, -0.02], [0.02, 0.01, 0.02], [-0.01, -0.03, -0.02], [0.06, -0.01, -0.03], [-0.13, -0.05, -0.13], [-0.03, -0.01, -0.01], [0.01, 0.02, 0.03], [0.01, 0.00, -0.01], [-0.01, -0.01, 0.01], [-0.02, 0.00, -0.02], [0.01, 0.02, 0.01], [0.03, 0.01, 0.00], [0.00, -0.02, -0.03]]}



{"formula": "C42H39F3O8", "method": "ωB97M-V/def2-TZVPD", "lumo_ha": [0.066, 0.066], "spin_multiplicity": 2, "total_charge": -1, "gap_ev": [1.566, 6.131], "homo_energy_ev": [0.232, -4.334], "s2": 0.76, "symbols": ["F", "C", "C", "C", "C", "C", "C", "H", "H", "H", "H", "H", "F", "C", "C", "C", "C", "C", "C", "H", "H", "H", "H", "H", "F", "C", "C", "C", "C", "C", "C", "H", "H", "H", "H", "H", "C", "C", "C", "C", "C", "C", "O", "O", "H", "H", "H", "H", "H", "H", "C", "C", "C", "C", "C", "C", "O", "O", "H", "H", "H", "H", "H", "H", "C", "C", "C", "C", "C", "C", "O", "O", "H", "H", "H", "H", "H", "H", "C", "C", "C", "C", "C", "C", "O", "O", "H", "H", "H", "H", "H", "H"], "positions_angstrom": [[-2.23397, 2.66674, -1.74434], [-3.12042, 3.44340, -2.40035], [-4.10099, 2.83996, -3.21714], [-5.14660, 3.58567, -3.68436], [-5.17767, 4.97928, -3.37242], [-4.15878, 5.59501, -2.69369], [-3.13528, 4.84354, -2.20864], [-4.17432, 1.77467, -3.37897], [-6.04918, 3.06417, -3.96685], [-6.07934, 5.47040, -3.70737], [-4.26749, 6.63536, -2.42489], [-2.28099, 5.21869, -1.66471], [-1.47124, -2.69370, -2.22207], [-2.51063, -2.93971, -3.02994], [-2.44825, -4.10594, -3.79153], [-3.51515, -4.26199, -4.70174], [-4.64142, -3.52561, -4.74772], [-4.73287, -2.46841, -3.87007], [-3.61570, -2.04306, -3.10389], [-1.56827, -4.72920, -3.73160], [-3.45669, -5.12969, -5.34212], [-5.43423, -3.90219, -5.37704], [-5.66535, -1.92460, -3.83607], [-3.63776, -1.16445, -2.47622], [5.84017, -2.32526, 0.16759], [5.09400, -3.47131, -0.09081], [5.33131, -4.16564, -1.28444], [4.55725, -5.20299, -1.72869], [3.50375, -5.59142, -0.88366], [3.23359, -4.92648, 0.32863], [4.05771, -3.85055, 0.70931], [6.08374, -3.81909, -1.97738], [4.88291, -5.68976, -2.63611], [2.78860, -6.36397, -1.12476], [2.41112, -5.13543, 0.99668], [3.95158, -3.36893, 1.67013], [1.13496, -0.77850, 1.06268], [0.67098, 0.03807, 2.07557], [-0.48731, 0.76466, 1.85999], [-1.34053, 0.50652, 0.77901], [-0.90747, -0.41472, -0.18714], [0.32204, -1.06531, -0.07159], [0.67722, -2.11572, -0.83528], [-0.84936, 1.82883, 2.71960], [2.05306, -1.28154, 1.32807], [1.29712, 0.14191, 2.94939], [-2.21940, 1.10817, 0.60016], [-1.55070, -0.71291, -1.00185], [-0.10200, -2.51765, -1.22626], [-0.26702, 1.55006, 3.43007], [5.63831, -2.10008, -4.28485], [4.91175, -1.38569, -3.37666], [3.64275, -1.88149, -3.01589], [3.10488, -2.93491, -3.79264], [3.75342, -3.53135, -4.86314], [5.07696, -3.13413, -5.08234], [5.93872, -3.80193, -5.88901], [3.03331, -1.37446, -1.94927], [6.68932, -1.96477, -4.49330], [5.42365, -0.58881, -2.85767], [2.15660, -3.29589, -3.42269], [3.36705, -4.34025, -5.46548], [5.56246, -4.02486, -6.74360], [2.33124, -1.91625, -1.58163], [-2.55458, 4.78219, 1.75109], [-3.46318, 5.64271, 1.09979], [-3.57262, 6.93949, 1.52343], [-2.95611, 7.31531, 2.71941], [-2.04747, 6.49808, 3.34351], [-1.84677, 5.21784, 2.91232], [-0.87264, 4.43780, 3.45897], [-4.34323, 7.85314, 0.79958], [-2.46765, 3.74099, 1.47768], [-3.97532, 5.31241, 0.20815], [-3.10627, 8.29870, 3.13988], [-1.58988, 6.83778, 4.26090], [-0.87541, 3.55206, 3.08876], [-4.35413, 8.76625, 1.09575], [1.38821, 0.24304, 8.35995], [0.84993, 1.07734, 7.34864], [0.86604, 0.53242, 6.07434], [1.24609, -0.80530, 5.80721], [1.80719, -1.55840, 6.79663], [1.90908, -1.07523, 8.05708], [2.45004, -1.76703, 9.10264], [0.52247, 1.39972, 5.08357], [1.43686, 0.59772, 9.37889], [0.45311, 2.06990, 7.50282], [1.23496, -1.17658, 4.79310], [2.25008, -2.48886, 6.47337], [2.76327, -2.62555, 8.80867], [0.67248, 2.28758, 5.41644]], "forces_ev_per_a": [[0.00, 0.41, -0.37], [-1.26, 0.70, -0.97], [0.84, -0.57, 1.00], [-0.12, 2.03, 1.43], [-1.12, -1.82, -1.30], [-1.02, 0.65, -0.14], [1.94, -2.53, 0.51], [0.52, -0.22, 0.24], [0.07, 0.16, -0.76], [0.09, 0.55, 0.18], [0.28, 0.17, -0.12], [-0.16, 0.40, 0.24], [1.04, 0.62, 1.06], [-2.77, -0.32, -1.93], [0.57, 1.60, 1.45], [0.90, -2.46, -1.65], [-0.06, 0.06, 0.64], [-1.73, 0.82, -0.34], [2.33, -0.87, 0.91], [-0.07, -0.15, -0.12], [0.00, -0.23, -0.26], [-0.33, 0.42, -0.10], [-0.06, 0.33, 0.15], [-0.01, 0.08, 0.07], [-0.74, -1.50, -0.01], [0.48, 0.43, -1.48], [0.91, 1.35, -0.21], [-0.48, -0.35, 1.66], [-0.96, 0.07, 0.60], [1.37, 0.76, -0.83], [-0.11, -0.31, 0.76], [0.33, 0.23, 0.24], [-0.56, -0.15, -0.10], [0.20, -0.26, -0.39], [-0.12, -0.46, -0.28], [-0.32, 0.20, 0.02], [-0.91, -0.61, -0.10], [0.23, 0.47, -0.92], [-1.86, 0.96, -0.78], [1.73, -0.13, -0.25], [0.05, -0.19, 0.26], [0.02, 0.64, 2.41], [0.81, -0.37, -0.34], [0.58, -1.72, -0.57], [0.12, -0.42, -0.74], [-0.10, 0.39, 0.09], [-0.13, -0.11, 0.21], [-0.10, 0.20, -0.12], [-0.29, -0.05, -0.46], [-0.08, 0.78, 1.34], [-0.08, -1.42, -2.09], [-0.29, -0.50, 0.74], [0.81, -0.83, -1.59], [-0.51, 0.73, 1.00], [1.46, 0.54, 0.21], [-0.71, 0.94, 1.69], [0.86, -0.44, -0.81], [0.40, 0.97, 0.55], [0.12, 0.59, 0.15], [-0.34, 0.10, 0.34], [-0.33, -0.17, -0.36], [-0.40, -0.08, 0.19], [-0.27, 0.02, 0.07], [-0.68, -0.33, -0.15], [-0.45, 0.80, 1.24], [1.04, -1.02, -0.14], [-0.45, 1.87, 0.99], [-0.04, 0.49, -0.83], [-0.22, 0.14, 1.18], [0.04, -1.35, -2.41], [-0.13, 0.90, 0.88], [-0.21, -1.11, -0.51], [0.08, -0.02, -0.34], [-0.10, -0.03, 0.04], [-0.13, 0.22, -0.13], [0.25, 0.01, 0.02], [-0.19, -0.48, -0.51], [0.47, -0.29, 0.57], [0.16, -0.68, -0.81], [1.23, -2.59, 1.03], [0.00, -0.60, 0.19], [-0.43, 2.41, -0.80], [0.29, -0.79, -0.77], [-0.94, 2.56, 1.79], [0.09, 0.09, 0.21], [-0.16, -0.13, -1.11], [0.06, -0.11, 0.11], [0.10, 0.04, 0.29], [-0.12, 0.08, -0.07], [-0.06, -0.38, 0.38], [-0.01, -0.08, -0.12], [-0.14, 0.21, -0.15]]}



What did we get for largest force on an atom? Answer: 0.89, 3.39 eV/A, in the order shown.